# 1
Formula: C14H33CdN7O3P
Source: the OMol25 dataset
Level of theory: wB97M-V/def2-TZVPD

## Properties
Orbital gap = 8.931 eV

Geometry as ORCA input:
```
! RIJCOSX wB97M-V def2-TZVPD def2/J DEFGRID3
* xyz 1 1
H -3.46 0.60 0.10
H -0.56 2.97 1.43
H -5.27 -1.65 -1.24
C -3.32 -1.83 -1.90
N 4.36 -0.63 -0.38
C 3.23 0.06 0.28
H -4.83 -0.68 -2.58
H 1.90 0.42 -2.32
Cd -0.70 0.37 0.40
C 2.01 -2.41 0.17
N -1.82 -1.67 3.09
C 1.91 -0.64 -2.03
H 1.07 -1.05 -2.59
H -1.15 4.73 -1.58
N -4.55 -1.08 -1.67
H -2.16 -2.30 3.74
C -0.47 -0.84 4.87
H 0.96 2.49 1.26
H 0.55 2.86 -1.25
O -1.49 -0.35 -1.68
H -0.95 -0.01 5.47
N 0.08 2.52 0.73
H 5.14 -0.93 -2.37
C -3.22 2.63 0.14
C -0.95 -0.72 3.45
H 4.45 -2.05 1.10
H -0.85 -1.73 5.38
H 1.13 -3.08 -0.12
C -1.24 4.02 -0.74
H -3.44 -2.88 -1.59
H 5.28 -2.42 -0.36
H 3.31 1.08 -0.03
O -0.52 0.12 2.67
C 3.18 -2.65 -1.89
H 2.04 -2.54 1.25
H -2.11 -1.73 2.14
O -2.12 -1.42 0.14
C 4.24 -0.56 -1.89
H 0.61 -0.73 4.97
H 4.13 0.47 -2.21
H 0.93 4.19 -0.30
H -3.35 1.18 1.59
C -2.33 2.95 -1.05
P 1.59 -0.63 -0.25
H -1.96 2.02 -1.54
H -3.09 3.40 0.93
C -2.19 -1.19 -1.09
N 3.27 -2.81 -0.42
C 0.15 3.45 -0.44
C 4.41 -2.05 0.03
H -2.93 3.43 -1.80
H -2.96 -1.82 -2.93
N 3.14 -1.28 -2.36
N -2.97 1.29 0.67
H -1.54 4.72 0.06
H -4.22 2.75 -0.22
H 3.43 0.03 1.40
H 2.22 -3.20 -2.30
H 4.01 -3.18 -2.38
*
```

# 2
Formula: C14H33F6HgN4O7S2
Source: the OMol25 dataset
Level of theory: wB97M-V/def2-TZVPD

## Properties
Orbital gap = 2.502 eV
Energy above the lowest of the compared OMol25 structures with the same formula, charge and spin = 914.9 kJ/mol

Geometry as ORCA input:
```
! RIJCOSX wB97M-V def2-TZVPD def2/J DEFGRID3
* xyz 1 1
H -15.06 19.53 24.93
H -8.27 25.37 23.75
H -13.37 29.59 23.77
C -17.71 29.02 24.67
C -14.22 30.16 24.15
H -11.00 24.35 22.24
H -13.68 20.06 26.59
H -10.09 26.67 25.31
C -12.03 26.15 27.05
N -10.97 25.15 22.86
C -10.27 24.68 24.10
C -16.70 20.68 24.09
H -19.74 28.81 25.45
H -17.28 27.71 26.15
H -8.36 23.80 24.53
H -10.31 25.76 22.40
H -8.73 23.89 22.82
S -16.28 27.95 18.12
N -17.40 27.67 25.15
O -18.99 27.68 18.59
H -16.30 30.17 25.97
H -15.22 20.40 22.71
H -14.56 30.85 23.37
O -15.32 21.18 26.12
N -16.49 26.68 19.08
O -11.86 25.55 25.76
H -11.79 27.21 26.99
H -18.03 29.13 23.63
F -18.02 23.95 18.05
H -16.95 18.76 23.26
H -9.85 25.25 26.16
C -15.90 20.10 25.34
C -14.45 20.63 27.12
C -8.81 24.43 23.76
O -16.89 28.03 16.81
C -17.53 19.62 23.57
F -14.08 26.69 17.21
C -18.40 25.08 17.56
H -14.06 21.51 27.62
C -16.44 29.88 24.93
F -14.16 28.76 16.66
H -16.35 21.21 22.26
H -10.72 23.74 24.41
O -15.28 29.22 24.39
H -17.29 21.51 24.47
F -17.65 25.30 16.48
O -18.75 25.81 20.17
C -10.47 25.65 25.36
H -11.68 25.64 27.95
Hg -14.88 25.36 23.01
S -18.26 26.47 18.95
H -13.11 26.09 27.16
H -18.13 26.98 25.23
H -18.75 29.34 26.68
F -13.65 28.27 18.76
H -14.01 30.76 25.03
C -18.91 29.49 25.61
N -15.74 21.19 23.06
H -18.34 19.28 24.23
O -16.44 29.19 18.88
H -19.38 30.46 25.54
H -18.03 19.97 22.67
H -16.60 30.88 24.51
C -14.36 27.93 17.67
H -15.00 19.92 27.74
H -16.46 19.44 26.01
F -19.69 25.07 17.22
*
```

# 3
Formula: C14H33FO6P
Source: the OMol25 dataset
Level of theory: wB97M-V/def2-TZVPD

## Properties
Orbital gap = 4.817 eV

Geometry as ORCA input:
```
! RIJCOSX wB97M-V def2-TZVPD def2/J DEFGRID3
* xyz 1 1
H -0.37 1.65 -2.96
H -3.33 0.21 -1.00
C -1.61 0.11 -3.81
C 0.03 -0.81 6.78
F 3.91 -0.08 -2.42
H -3.20 1.49 -2.20
H 2.05 -1.17 -3.85
C 1.52 -0.22 2.93
H 0.81 0.01 3.72
H 3.87 3.11 3.06
H 4.94 1.69 3.32
O -4.70 0.42 -4.02
P 3.06 -1.44 -2.86
H 0.94 -0.38 2.01
C 4.10 2.27 3.73
H -0.33 1.56 -4.75
O 2.97 1.44 3.91
C -3.26 0.41 -2.07
H 0.96 -2.52 5.19
H -2.26 4.51 -3.83
H -0.85 -0.63 -4.06
H -1.09 3.85 -2.67
C 2.13 -2.19 -1.43
H -5.39 0.08 -2.12
O -2.06 -0.24 -2.51
H -0.76 -1.30 6.20
H -4.42 -1.25 -2.82
C -4.51 -0.16 -2.73
H 0.02 -2.46 -2.07
H 2.24 -2.31 6.42
O 2.17 -1.47 3.17
C 2.50 0.92 2.67
C 1.75 -1.85 5.56
O -1.97 2.50 -3.97
H -0.64 4.03 -4.39
H -5.31 -1.31 -4.98
C -1.45 3.79 -3.70
H 3.40 -2.50 4.39
H 2.44 -2.04 -0.35
H 3.96 -2.43 -3.33
O 1.18 -0.62 5.99
H 4.40 2.66 4.70
H 0.27 -1.41 7.67
H -6.62 -0.31 -4.27
H 3.42 -0.76 4.68
H -2.41 0.01 -4.55
C -5.66 -0.29 -4.78
H 3.34 0.56 2.07
H 1.15 -4.10 -1.93
H -5.78 0.23 -5.73
H -0.33 0.17 7.10
C 2.77 -1.61 4.46
H 1.98 1.73 2.14
C 0.99 -3.00 -1.83
C -0.97 1.49 -3.87
*
```

# 4
Formula: C14H33HgN3O9
Source: the OMol25 dataset
Level of theory: wB97M-V/def2-TZVPD

## Properties
Orbital gap = 3.044 eV

Geometry as ORCA input:
```
! RIJCOSX wB97M-V def2-TZVPD def2/J DEFGRID3
* xyz -2 1
C 0.33 2.23 2.23
H -2.14 -2.21 3.15
C 1.89 3.03 -3.28
C 7.28 -1.41 3.30
N 3.99 -0.65 0.26
O 0.58 -1.11 -4.64
C -4.42 0.29 -2.86
H 4.33 0.00 -0.43
C 6.21 -0.32 1.33
C -1.97 -0.50 1.73
H 6.61 -1.04 0.62
O 2.54 1.94 -3.18
H -0.42 2.90 2.65
H -6.21 2.80 0.06
O -5.57 2.18 -1.90
H -3.35 -0.93 3.24
C 4.66 -0.56 1.56
Hg 0.46 0.15 -1.62
H 4.77 -2.57 2.18
H 3.12 -2.21 2.20
H 6.29 0.73 1.05
H 6.41 -1.73 3.87
H -1.57 0.84 3.45
C 1.22 -2.14 -4.34
H -0.75 -2.01 1.25
H -3.53 -2.07 2.10
H 7.82 -1.14 4.21
C -5.51 0.76 -1.84
H 0.92 2.76 1.48
H -7.44 2.66 -1.10
H -3.31 -1.29 -3.71
N -1.25 -1.30 0.75
C -1.04 0.37 2.62
H -1.89 -1.87 0.22
H 4.28 0.32 2.08
H -5.17 -1.47 -3.63
C -6.39 2.95 -1.01
H -4.57 0.69 -3.86
O 0.94 3.04 -2.51
H -2.67 0.70 -3.33
H -2.72 0.14 1.26
C -4.23 -1.22 -3.13
O -0.43 1.20 1.62
H -3.28 1.85 -2.34
H -0.23 -0.24 3.01
H -5.23 0.37 -0.86
H -6.53 0.37 -1.92
H 4.40 -1.48 -0.12
H 7.68 -2.31 2.83
H 4.22 -1.47 3.43
C -2.72 -1.51 2.56
N -3.08 0.87 -2.43
H -6.24 3.99 -1.26
O 2.13 -2.34 -5.11
C 4.09 -1.75 2.39
H -4.11 -1.73 -2.18
O 1.73 3.20 -4.50
H 1.03 1.87 2.98
O 1.09 -2.47 -3.14
O 6.96 -0.17 2.56
*
```

# 5
Formula: C14H33N2O4P
Source: the OMol25 dataset
Level of theory: wB97M-V/def2-TZVPD

## Properties
Orbital gap = 3.801 eV
Energy above the lowest of the compared OMol25 structures with the same formula, charge and spin = 0.0 kJ/mol

Geometry as ORCA input:
```
! RIJCOSX wB97M-V def2-TZVPD def2/J DEFGRID3
* xyz 0 1
C -0.90 2.78 -0.24
C 2.27 2.99 2.15
C 0.08 0.65 -1.26
H -1.79 -1.67 1.14
H 1.97 2.34 -0.38
H 0.44 1.32 -2.05
H 1.29 1.08 2.04
C -1.33 4.97 1.58
H -3.93 4.69 2.37
H 1.56 -4.35 -3.96
C 0.16 -3.50 -2.04
H 1.60 3.13 2.99
H -0.27 -2.53 -1.74
H 3.27 3.23 2.51
N -2.48 4.45 0.87
H -1.23 -4.32 -0.62
H -0.30 -0.26 -1.74
H -1.67 5.78 2.24
H 1.57 -3.68 -0.14
C 2.23 -4.11 -3.13
C -1.11 1.28 -0.54
P -1.49 0.47 0.94
H -0.84 4.22 2.22
H -4.25 3.39 1.20
H -0.35 2.95 0.69
C -0.18 -4.44 -0.90
H -0.28 -6.25 -2.04
O -1.29 -1.19 0.47
O -3.16 0.56 0.97
C -2.20 3.58 -0.24
H 1.97 3.70 1.38
H -0.28 -3.79 -3.00
H -3.43 0.50 1.89
H 0.67 -4.45 1.06
H 3.06 -3.51 -3.50
H 3.03 0.97 2.04
H -0.29 3.19 -1.05
O 1.56 -3.34 -2.13
N 0.63 -3.85 0.23
H 1.00 -0.38 0.41
H -0.61 5.39 0.89
C 2.19 1.54 1.64
H 0.25 -2.92 0.50
H -3.02 3.14 2.45
O -3.00 3.52 -1.15
H 3.23 1.14 -0.18
H 1.92 -0.38 -1.09
C 1.30 0.26 -0.43
C 0.14 -5.91 -1.10
H -0.30 -6.52 -0.30
H 1.21 -6.09 -1.10
H 2.63 -5.04 -2.71
C -3.47 3.89 1.78
C 2.20 1.39 0.10
*
```

# 6
Formula: C14H33N4O5
Source: the OMol25 dataset
Level of theory: wB97M-V/def2-TZVPD

## Properties
Orbital gap = 5.077 eV
Energy above the lowest of the compared OMol25 structures with the same formula, charge and spin = 217.6 kJ/mol

Geometry as ORCA input:
```
! RIJCOSX wB97M-V def2-TZVPD def2/J DEFGRID3
* xyz -1 1
H -6.55 -1.42 2.01
C -5.78 -2.12 1.66
C -0.75 -0.48 0.61
H -7.23 -3.22 -0.39
H 1.79 -6.33 -1.30
H 5.92 0.24 1.56
H 0.19 -0.18 -1.34
C 5.07 0.27 2.26
O 0.95 4.41 2.02
C 1.93 -3.06 -2.18
H 0.61 4.31 -2.00
H 2.58 -2.88 -3.04
C -0.48 0.40 -0.70
H 0.22 -0.35 1.07
C -4.55 -1.17 -0.30
C 2.86 1.15 2.51
H 3.76 2.41 0.13
H 3.35 0.79 -0.37
H -0.24 3.33 0.85
O -1.58 0.89 -1.40
H 0.03 1.23 -0.20
C 1.57 -5.47 -1.94
H -0.26 7.28 -0.54
H 1.42 6.85 -0.47
H -6.07 -3.17 1.64
C 0.45 6.65 -0.01
N 0.20 5.17 0.00
N 2.21 -4.24 -1.34
H 3.23 1.56 3.44
C 0.32 4.27 0.98
O 5.12 -0.24 3.36
O 3.84 -3.13 -0.30
C 4.00 1.36 0.30
H 2.37 0.21 2.77
C -0.17 4.64 -1.31
N 4.00 0.85 1.65
H 1.92 -2.16 -1.58
H -0.89 5.28 -1.82
H 3.63 -5.20 -0.04
H 0.40 6.97 1.03
H -4.85 -2.08 2.23
H 4.91 1.04 -0.22
O -4.58 -0.65 -1.43
H 0.48 -5.39 -1.93
H 0.97 -3.26 -2.65
C -6.76 -2.26 -0.56
H 2.11 1.75 1.99
H -6.50 -2.42 -1.61
C 3.27 -4.24 -0.42
N -5.60 -1.84 0.26
H -0.97 -1.50 0.29
H -0.75 3.72 -1.21
H -1.68 -0.17 1.09
H -7.58 -1.54 -0.58
H -3.72 -1.09 0.41
H 1.87 -5.79 -2.93
*
```

# 7
Formula: C14H34BeN3O9
Source: the OMol25 dataset
Level of theory: wB97M-V/def2-TZVPD

## Properties
Orbital gap = 4.883 eV
Energy above the lowest of the compared OMol25 structures with the same formula, charge and spin = 0.0 kJ/mol

Geometry as ORCA input:
```
! RIJCOSX wB97M-V def2-TZVPD def2/J DEFGRID3
* xyz -1 1
H 21.41 21.71 0.28
H 21.67 18.98 2.76
H 23.04 19.50 -3.95
C 19.26 14.31 0.30
H 22.67 20.46 3.29
C 22.64 19.48 2.82
H 23.46 18.39 -2.64
C 20.42 23.12 -1.54
H 24.33 19.98 -2.98
H 19.77 14.11 -2.51
H 23.12 20.43 0.88
H 23.14 17.64 1.23
C 20.81 21.67 -1.51
C 22.24 21.40 -2.04
N 20.68 16.23 -0.06
Be 20.70 18.69 -0.37
H 17.72 17.45 -4.46
O 18.07 13.63 -0.11
O 19.44 18.60 -4.98
O 25.57 19.33 0.44
C 19.70 15.35 -0.72
H 20.01 13.52 0.44
C 23.38 19.44 -2.91
H 18.14 11.68 0.81
H 20.58 23.62 -2.50
H 20.34 16.08 0.89
H 25.15 18.76 2.34
H 22.26 21.71 -3.08
H 19.94 21.60 0.38
H 19.02 14.65 1.31
H 26.11 20.30 -1.30
C 18.36 18.44 1.27
H 23.24 18.82 3.47
H 24.95 21.09 -0.38
H 20.56 15.63 -2.67
C 17.61 12.65 0.78
C 19.27 18.20 -3.81
H 18.84 16.00 -0.90
H 21.52 15.65 -0.07
H 23.72 18.38 -0.13
C 25.88 20.53 -0.26
H 21.36 14.29 -1.79
O 18.23 18.41 0.00
H 25.10 20.60 2.14
C 20.42 14.80 -1.97
H 20.99 23.76 -0.86
O 22.38 19.96 -2.05
H 19.34 23.26 -1.46
C 24.92 19.61 1.71
O 17.32 18.49 2.00
N 23.04 18.44 0.62
O 19.99 18.46 -2.82
N 20.68 21.13 -0.15
H 20.25 21.06 -2.23
H 26.68 21.17 0.14
O 18.11 17.53 -3.58
C 23.42 19.55 1.47
O 19.51 18.58 1.85
H 17.73 12.96 1.82
H 16.62 12.29 0.50
H 23.04 21.82 -1.42
*
```

# 8
Formula: C14H34BrFNO13P3S
Source: the OMol25 dataset
Level of theory: wB97M-V/def2-TZVPD

## Properties
SMILES string = O=C(Br)CN(P(O)O)S(=O)(=O)F.CCOP(=O)(OCC)OCC.CCOP(=O)(OCC)OCC
Orbital gap = 8.357 eV
Energy above the lowest of the compared OMol25 structures with the same formula, charge and spin = 324.4 kJ/mol

Geometry as ORCA input:
```
! RIJCOSX wB97M-V def2-TZVPD def2/J DEFGRID3
* xyz 0 1
H -2.50 2.97 3.70
O 2.90 1.85 -2.64
C -1.85 2.93 2.83
C 4.12 2.40 -2.14
O 1.33 2.11 -0.86
H -7.97 3.51 0.45
H -1.87 1.90 2.45
H 3.29 -2.38 -2.01
C -6.74 1.79 3.84
C 2.78 -1.59 -1.46
C -2.30 3.90 1.76
H 6.84 -6.69 -1.93
O 6.79 -4.38 0.07
C 5.16 1.32 -1.88
H -0.83 3.16 3.16
H -2.36 4.92 2.16
S 5.35 -4.87 0.12
H 6.12 1.77 -1.62
F 4.92 -5.45 1.65
C 1.40 -2.06 -1.04
H -7.13 1.40 4.77
C -5.25 1.55 3.73
H -7.39 5.85 -0.54
C -6.71 4.99 -0.46
O -6.04 3.20 1.05
O 4.50 -3.64 -0.13
H -5.04 0.48 3.83
P -4.89 3.65 2.17
H -0.06 3.15 -2.61
H -7.27 1.33 3.00
H 1.47 -2.97 -0.44
P 3.31 -6.62 -1.06
O 7.89 -7.18 0.30
C 6.00 -7.10 -1.26
H 0.77 -2.25 -1.91
O 3.01 -7.53 0.36
H 4.49 3.09 -2.90
H -1.09 2.44 -3.82
H -4.72 2.06 4.54
O -3.56 3.53 1.20
H -1.32 0.36 -2.67
H -0.73 1.00 -1.15
H 1.53 -5.62 -0.27
O -4.71 1.97 2.47
O 0.70 0.63 -2.61
O 2.72 -0.44 -2.32
H 3.92 2.97 -1.23
H 5.29 0.69 -2.76
H -6.97 2.87 3.81
H 4.85 0.67 -1.06
H -7.38 4.70 1.59
N 4.98 -6.00 -1.13
C -0.90 2.47 -2.75
C -7.09 4.11 0.72
H 5.52 -7.97 -1.84
H 3.15 -8.47 0.08
Br 5.90 -8.70 1.51
H -1.77 2.89 -2.25
O -5.10 5.16 2.00
P 1.99 0.94 -1.60
C -0.60 1.06 -2.23
H 3.39 -1.34 -0.58
H -1.58 3.92 0.94
O 2.17 -5.33 -0.98
H -6.75 4.42 -1.39
C 6.70 -7.56 0.11
H 0.89 -1.30 -0.43
H -5.69 5.38 -0.38
*
```